[1]
81
Properties=species:S:1:pos:R:3:forces:R:3:mulliken_spin:R:1 method="wB97M-V/def2-TZVPD" de_lowest_kcal_mol=0.00 total_energy_ev=-163373.2080 total_charge=-1 homo_lumo_gap_ev="8.5 / 8.4" spin_multiplicity=6
Dy -1.228 -0.552 1.361 -0.261 -0.952 -1.562 4.93
O -0.305 -1.369 3.564 0.068 0.214 0.139 0.00
As -1.899 -0.913 4.204 -0.601 0.018 -0.009 0.01
O -2.327 -1.537 5.633 -0.013 -0.134 -0.032 0.00
O -2.720 -1.310 2.753 0.145 0.222 1.025 0.01
C -1.938 1.046 4.252 0.103 -0.083 0.159 0.00
C -3.145 1.459 4.800 -0.086 0.351 -0.083 0.00
C -3.469 2.810 4.864 -0.089 -0.088 0.044 0.00
C -2.591 3.757 4.381 0.151 0.091 -0.094 0.00
C -1.368 3.367 3.852 -0.199 -0.037 0.053 0.00
C -1.037 2.024 3.796 0.045 0.086 0.191 0.01
S 0.607 1.654 3.215 -0.165 -0.716 -0.497 -0.01
O 1.184 0.776 4.225 0.092 0.033 0.080 0.00
O 1.303 2.878 2.949 0.007 0.168 0.180 0.00
O 0.378 0.870 1.954 0.624 0.655 0.336 0.00
H 0.387 -0.750 3.905 0.130 -0.146 0.023 0.00
H -3.847 0.730 5.186 0.053 -0.079 -0.014 0.00
H -4.417 3.119 5.288 -0.007 -0.048 0.007 0.00
H -2.847 4.809 4.412 -0.006 -0.009 -0.001 0.00
H -0.668 4.095 3.473 0.033 -0.012 -0.004 0.00
C 3.922 0.244 -2.121 0.012 -0.072 -0.003 0.00
C 3.354 -0.882 -2.706 0.033 0.052 0.024 0.00
C 2.503 -1.690 -1.970 -0.031 -0.021 0.040 0.00
C 2.209 -1.389 -0.637 0.051 -0.070 -0.252 0.00
C 2.778 -0.254 -0.067 0.003 0.081 0.080 0.00
C 3.632 0.558 -0.804 0.027 -0.075 0.056 0.00
P 1.047 -2.367 0.377 -0.057 0.083 0.034 0.00
C 1.948 -3.918 0.717 0.136 0.097 -0.053 -0.01
C 3.333 -4.010 0.607 0.051 -0.058 0.009 0.00
C 3.990 -5.191 0.934 -0.025 0.031 -0.004 0.00
C 3.271 -6.290 1.375 -0.015 -0.003 -0.006 0.00
C 1.889 -6.204 1.491 -0.015 -0.002 0.006 0.00
C 1.233 -5.027 1.169 -0.020 -0.015 0.010 0.00
C -0.292 -2.870 -0.741 -0.018 -0.406 -0.327 -0.02
C -0.164 -3.839 -1.752 0.079 0.094 0.117 0.00
C -1.245 -4.128 -2.560 -0.124 0.037 -0.010 0.00
C -2.457 -3.464 -2.348 0.037 -0.010 0.015 0.00
C -2.578 -2.538 -1.324 0.061 -0.145 -0.102 -0.01
C -1.502 -2.214 -0.479 -0.044 0.257 0.375 0.06
H 4.572 0.889 -2.700 0.001 -0.008 0.002 0.00
H 3.565 -1.125 -3.740 0.008 0.004 -0.004 0.00
H 2.050 -2.553 -2.440 -0.002 -0.020 0.006 0.00
H 2.522 0.022 0.949 -0.001 -0.026 -0.008 0.00
H 4.041 1.452 -0.350 0.001 -0.042 -0.009 0.00
H 3.905 -3.159 0.259 -0.016 0.007 0.002 0.00
H 5.068 -5.246 0.842 0.002 -0.007 -0.001 0.00
H 3.781 -7.211 1.628 0.002 0.001 0.004 0.00
H 1.316 -7.054 1.839 0.017 -0.011 -0.001 0.00
H 0.154 -4.970 1.263 0.001 0.020 -0.003 0.00
H 0.773 -4.372 -1.884 -0.016 -0.010 -0.019 0.00
H -1.160 -4.871 -3.345 0.007 -0.005 0.003 0.00
H -3.312 -3.692 -2.976 0.025 -0.018 -0.013 0.00
H -3.549 -2.071 -1.172 0.016 0.015 0.024 0.00
O -0.702 0.476 -0.924 0.160 -0.099 0.244 0.01
C -0.895 1.889 -1.014 -0.208 0.151 -0.292 0.00
C -1.585 2.294 0.321 -0.306 -0.264 0.142 0.01
O -1.530 3.448 0.693 -0.066 0.098 -0.015 0.00
O -2.248 1.323 0.869 0.115 0.731 -0.106 0.00
C 0.439 2.554 -1.320 0.045 -0.011 -0.022 0.00
C 0.963 2.383 -2.602 -0.017 0.028 -0.067 0.00
C 2.197 2.906 -2.949 0.012 0.093 0.043 0.00
C 2.933 3.617 -2.010 -0.091 0.020 -0.028 0.00
C 2.425 3.779 -0.730 0.004 0.046 -0.021 0.00
C 1.187 3.251 -0.381 0.012 -0.055 0.052 0.00
C -1.951 2.207 -2.079 0.182 -0.131 0.062 0.00
C -2.842 1.224 -2.490 0.000 -0.003 -0.053 0.00
C -3.828 1.519 -3.424 0.059 0.021 0.045 0.00
C -3.937 2.801 -3.939 -0.045 -0.013 -0.026 0.00
C -3.056 3.789 -3.517 0.021 -0.013 0.021 0.00
C -2.066 3.495 -2.593 -0.060 0.056 -0.025 0.00
H -0.322 0.107 -1.731 0.029 0.074 0.066 0.00
H 0.389 1.850 -3.354 -0.026 -0.008 0.022 0.00
H 2.583 2.759 -3.950 -0.005 -0.003 -0.001 0.00
H 3.897 4.035 -2.272 0.007 0.002 -0.006 0.00
H 2.996 4.318 0.016 -0.013 -0.002 0.016 0.00
H 0.816 3.381 0.624 -0.007 0.012 0.008 0.00
H -2.762 0.228 -2.075 -0.020 -0.010 0.002 0.00
H -4.514 0.741 -3.738 -0.011 0.009 -0.014 0.00
H -4.709 3.033 -4.661 0.007 0.002 -0.003 0.00
H -3.140 4.795 -3.910 -0.001 -0.002 -0.001 0.00
H -1.386 4.268 -2.259 0.013 -0.014 0.022 0.00

---

[2]
81
Properties=species:S:1:pos:R:3:forces:R:3:lowdin_charge:R:1 method="wB97M-V/def2-TZVPD" de_lowest_kcal_mol=113.05 total_energy_ev=-82413.8217 total_charge=+1 homo_lumo_gap_ev="3.8 / 3.8"
Ir -1.141 0.357 0.906 -1.461 0.763 0.338 0.86
C 1.901 0.396 2.861 0.110 -0.014 -0.136 -0.05
C 2.649 -0.317 1.761 0.004 0.176 0.091 -0.30
C 3.777 -1.063 2.113 0.009 -0.009 -0.050 -0.05
C 4.591 -1.664 1.160 -0.006 0.034 0.048 -0.08
C 4.292 -1.517 -0.183 -0.028 0.019 -0.054 -0.07
C 3.167 -0.794 -0.557 0.040 -0.064 0.044 -0.09
C 2.325 -0.209 0.388 0.033 -0.003 -0.001 -0.33
P 0.902 0.810 -0.180 0.142 0.546 0.528 0.99
C 0.867 0.546 -2.005 -0.313 0.011 -0.096 -0.30
C 1.057 1.652 -2.838 0.056 -0.071 -0.082 -0.08
C 1.027 1.533 -4.219 -0.003 0.079 0.120 -0.06
C 0.818 0.291 -4.796 -0.020 -0.108 -0.028 -0.06
C 0.623 -0.814 -3.982 -0.021 0.042 -0.052 -0.04
C 0.630 -0.711 -2.593 -0.030 0.065 0.044 -0.29
C 0.430 -1.970 -1.793 0.181 -0.019 -0.136 -0.09
C 1.617 2.494 0.020 -0.839 -1.283 -0.374 -0.28
C 2.953 2.632 0.376 0.832 0.577 0.792 -0.08
C 3.509 3.873 0.673 -0.008 -1.235 -0.044 -0.05
C 2.716 5.017 0.643 -1.014 0.579 -0.170 -0.07
C 1.401 4.922 0.258 0.808 0.702 0.419 -0.03
C 0.822 3.681 -0.113 -1.542 -0.210 -0.830 -0.30
C -0.455 3.679 -0.679 0.918 0.173 0.539 0.08
H 2.276 0.095 3.838 0.044 -0.005 -0.042 0.09
H 0.832 0.211 2.839 0.086 -0.037 0.027 0.00
H 2.029 1.479 2.774 -0.004 -0.042 -0.012 0.09
H 4.036 -1.141 3.163 -0.022 0.004 -0.044 0.12
H 5.469 -2.219 1.469 -0.041 0.024 0.003 0.11
H 4.940 -1.941 -0.942 -0.036 -0.001 0.021 0.11
H 2.962 -0.660 -1.612 0.010 -0.005 0.014 0.11
H 1.231 2.627 -2.403 0.035 -0.044 -0.059 0.09
H 1.171 2.409 -4.840 0.017 -0.034 0.041 0.11
H 0.806 0.182 -5.873 -0.011 -0.007 0.044 0.11
H 0.462 -1.789 -4.430 -0.007 0.040 0.018 0.12
H -0.274 -2.636 -2.295 0.036 -0.009 0.012 0.07
H 0.059 -1.748 -0.798 -0.048 0.031 0.081 0.01
H 1.376 -2.511 -1.687 -0.043 0.030 0.028 0.09
H 3.590 1.761 0.449 0.012 0.046 -0.053 0.10
H 4.552 3.937 0.954 0.010 -0.012 -0.118 0.11
H 3.139 5.978 0.908 -0.045 -0.008 -0.028 0.11
H 0.781 5.809 0.199 0.051 -0.032 0.010 0.12
H -0.879 2.778 -1.091 0.015 0.007 0.034 0.02
H -1.025 4.597 -0.767 0.127 -0.059 -0.101 0.08
O -1.838 2.835 4.128 0.049 -0.127 0.116 0.11
C -1.777 2.220 3.089 0.117 0.024 -0.255 -0.58
O -1.011 1.212 2.813 0.603 -0.270 0.190 -0.22
C -2.665 2.612 1.940 -0.087 0.305 -0.122 -0.17
C -3.709 3.506 2.099 -0.010 0.038 -0.012 0.03
C -4.500 3.810 1.008 -0.066 0.049 -0.052 -0.02
C -4.213 3.221 -0.220 -0.052 0.067 0.050 -0.03
C -3.158 2.342 -0.306 0.054 0.091 0.006 -0.15
N -2.402 2.037 0.762 0.492 -0.617 -0.326 -0.08
H -3.868 3.930 3.081 0.024 0.006 -0.007 0.13
H -5.329 4.501 1.104 0.031 -0.030 -0.008 0.12
H -4.799 3.442 -1.102 0.017 -0.015 0.030 0.12
H -2.900 1.856 -1.237 0.013 -0.015 0.042 0.12
C -0.409 -5.153 -0.270 -0.087 0.137 0.113 -0.05
N -0.807 -3.990 0.528 0.024 -0.214 0.084 -0.01
C -0.085 -3.092 1.197 -0.230 0.019 -0.104 -0.74
S -0.992 -1.819 2.014 0.581 0.139 -0.264 0.67
N 1.228 -3.126 1.305 0.080 -0.122 0.093 0.02
C 2.190 -4.178 0.977 -0.106 0.091 -0.013 -0.03
H -1.169 -5.301 -1.034 -0.018 0.017 -0.005 0.07
H -0.344 -6.057 0.334 0.023 -0.005 0.035 0.09
H 0.537 -4.977 -0.765 0.048 0.051 -0.079 0.07
H -1.798 -3.847 0.645 -0.028 0.041 -0.034 0.10
H 1.613 -2.306 1.755 0.041 -0.038 0.036 0.09
H 2.578 -4.073 -0.036 -0.017 0.014 -0.027 0.08
H 1.755 -5.162 1.109 -0.042 -0.042 0.041 0.08
H 3.023 -4.083 1.668 0.010 0.038 0.010 0.09
Cl -3.348 -3.720 -2.529 0.001 -0.003 -0.019 0.72
C -3.630 -2.576 -1.265 -0.101 -0.069 -0.061 -0.64
C -4.680 -2.736 -0.377 -0.053 -0.100 0.002 -0.06
C -4.842 -1.783 0.614 -0.051 0.024 0.017 -0.02
C -3.938 -0.742 0.700 -0.028 0.114 -0.049 -0.15
N -2.917 -0.601 -0.157 0.525 -0.423 -0.141 -0.08
C -2.785 -1.490 -1.141 0.078 0.190 -0.061 -0.16
H -5.353 -3.580 -0.468 0.036 0.041 0.000 0.12
H -5.653 -1.855 1.326 0.035 0.014 -0.026 0.12
H -4.028 0.004 1.481 0.055 -0.050 -0.015 0.12
H -1.986 -1.326 -1.849 0.008 -0.007 0.030 0.10

---

[3]
16
Properties=species:S:1:pos:R:3:forces:R:3:lowdin_charge:R:1 method="wB97M-V/def2-TZVPD" de_lowest_kcal_mol=17.22 total_energy_ev=-15162.0565 total_charge=-1 homo_lumo_gap_ev=6.2
C -1.942 -0.877 -0.725 -0.839 -0.802 0.231 -0.24
C -0.748 -1.337 -1.559 1.106 0.137 -0.624 -0.21
H -2.929 -1.086 -1.229 0.913 -0.094 0.247 0.06
H -1.949 0.194 -0.540 0.328 -0.040 0.277 0.01
H -1.940 -1.406 0.260 -0.079 0.665 -0.726 0.05
H -0.710 -0.747 -2.534 0.189 -0.701 1.145 0.06
H 0.260 -1.209 -0.999 -1.729 -0.047 -0.899 0.08
H -0.830 -2.419 -1.845 0.072 0.832 0.270 0.05
C 2.047 0.737 1.274 -0.674 0.594 1.254 -0.26
C 0.774 1.521 0.907 -0.316 -0.835 -0.398 -0.83
S -0.649 1.053 1.982 0.345 0.287 -0.177 0.07
H 1.890 -0.328 1.195 -0.104 -0.357 -0.032 0.03
H 2.338 0.958 2.331 -0.380 -0.217 -0.657 0.06
H 2.877 1.027 0.675 0.932 0.236 -0.846 0.02
H 0.515 1.333 -0.177 0.278 0.095 0.875 0.03
H 0.996 2.583 0.983 -0.043 0.247 0.060 0.01

---

[4]
10
Properties=species:S:1:pos:R:3:forces:R:3:lowdin_charge:R:1 method="wB97M-V/def2-TZVPD" de_lowest_kcal_mol=60.29 total_energy_ev=-18462.4684 smiles="S=Nc1c[nH]cn1" homo_lumo_gap_ev=7.0
C 0.043 -0.046 0.962 -0.098 0.714 -3.719 -0.41
C 0.383 -0.597 -0.306 -0.717 2.669 2.397 -0.06
C -0.703 1.186 -0.678 -2.091 2.400 -1.932 -0.24
H 0.855 -1.439 -0.497 2.171 -3.855 -0.771 0.05
H 0.023 -0.036 -2.231 -0.076 -0.819 -3.846 0.10
H -1.502 1.853 -1.128 1.776 -0.652 -0.103 0.14
N 0.224 -0.580 2.231 0.232 0.531 -0.835 -0.44
N 0.007 0.208 -1.327 -0.897 0.553 5.395 0.11
N -0.648 1.165 0.583 0.118 -1.798 3.292 0.10
S 1.318 -1.715 2.392 -0.419 0.256 0.122 0.64

---

[5]
20
Properties=species:S:1:pos:R:3:forces:R:3:lowdin_charge:R:1 method="wB97M-V/def2-TZVPD" de_lowest_kcal_mol=91.82 total_energy_ev=-10508.3254 smiles="CCOC(C)(C)C=O" homo_lumo_gap_ev=9.9
C -0.556 0.496 0.158 0.440 -1.292 0.505 -0.51
C 0.036 -1.766 0.393 3.418 1.862 -0.613 -0.11
C -1.037 0.355 -1.282 0.128 0.062 0.164 -0.02
C -1.376 1.517 0.934 0.333 -0.141 -0.035 -0.01
C 1.752 -1.152 -0.112 -1.228 -3.599 -0.137 -0.05
C 0.965 0.896 0.240 -1.082 2.908 1.992 -0.28
O -0.656 -0.739 0.902 -1.453 1.092 0.405 -0.11
O 1.467 1.191 1.324 -0.611 -0.573 -1.779 0.03
H 1.289 1.394 -0.702 0.631 -0.576 0.033 0.14
H -0.258 -2.072 -0.610 -0.092 -0.363 0.100 0.10
H 0.135 -2.552 1.142 0.037 0.067 -0.335 0.12
H -2.048 -0.059 -1.303 0.060 0.046 0.028 0.10
H -2.433 1.265 0.895 -0.050 -0.021 -0.096 0.09
H -0.385 -0.273 -1.887 0.009 -0.020 0.001 0.07
H -1.060 1.343 -1.741 -0.038 -0.001 -0.055 0.09
H -1.219 2.509 0.515 -0.071 0.083 -0.022 0.09
H -1.047 1.521 1.969 0.046 0.011 0.038 0.09
H 2.121 -2.171 0.037 0.037 -0.569 -0.702 0.05
H 1.669 -1.008 -1.190 0.284 0.109 0.065 0.05
H 2.640 -0.696 0.319 -0.799 0.914 0.443 0.07

---

[6]
15
Properties=species:S:1:pos:R:3:forces:R:3:lowdin_charge:R:1 method="wB97M-V/def2-TZVPD" de_lowest_kcal_mol=38.51 total_energy_ev=-7830.6501 smiles="C=CC.NC=O" homo_lumo_gap_ev=10.5
C 2.939 -1.130 -2.686 0.621 -0.655 -1.067 -0.12
C 1.456 -0.961 -2.655 -0.452 -0.627 0.420 -0.25
C 0.661 -0.654 -1.631 0.650 -0.238 -0.728 -0.02
H 3.484 -0.379 -2.124 0.041 -0.026 0.096 0.07
H 3.335 -2.134 -2.470 -0.565 0.117 0.858 0.07
H 3.279 -1.138 -3.731 -0.096 0.841 0.055 0.07
H 0.920 -1.217 -3.563 0.214 0.230 -0.286 0.08
H -0.384 -0.581 -1.893 -0.235 0.049 0.602 0.04
H 1.034 -0.526 -0.624 -0.189 0.318 0.060 0.06
C -1.764 0.841 1.875 0.805 0.007 0.942 -0.41
N -2.426 0.475 3.017 -0.381 -0.476 -0.810 0.10
O -0.857 1.642 1.909 -0.271 0.167 -0.514 0.01
H -2.072 0.324 0.955 -0.185 0.006 0.030 0.12
H -2.072 0.876 3.863 0.160 0.006 0.283 0.09
H -2.830 -0.450 3.058 -0.117 0.280 0.060 0.09